No. 1
Molecular formula: C17H49BN12O26S
Method: DFT, the ωB97M-V functional and the def2-TZVPD basis

Structure (XYZ):
```
106
Properties=species:S:1:pos:R:3
C -4.68 -1.08 0.34
C -3.42 0.02 0.51
B -3.36 0.51 2.08
O -4.57 0.22 2.92
O -2.23 1.18 2.75
S -1.02 1.67 1.66
O -0.70 3.18 2.00
O 0.50 0.89 1.99
C 0.17 -0.56 2.16
C 1.46 -1.55 1.84
C 2.63 -1.34 2.97
C 3.91 -2.39 2.81
N 3.78 -3.32 1.61
H -5.73 -0.58 0.42
H -4.58 -1.84 1.25
H -4.62 -1.66 -0.68
H -3.65 0.90 -0.26
H -2.46 -0.57 0.14
H -4.24 -0.40 3.62
H -0.64 -0.79 1.33
H -0.34 -0.79 3.20
H 1.10 -2.69 1.94
H 1.80 -1.39 0.74
H 2.12 -1.55 4.03
H 3.01 -0.21 2.96
H 4.86 -1.71 2.60
H 4.11 -3.03 3.79
H 4.54 -3.15 0.90
H 3.78 -4.34 1.91
C 2.80 2.84 3.37
N 3.89 3.26 4.29
O 4.99 2.70 4.16
O 3.62 4.13 5.12
H 3.18 2.07 2.69
H 1.99 2.45 3.98
H 2.49 3.72 2.81
C -1.78 0.25 -3.87
N -1.91 -0.15 -2.44
O -1.28 0.52 -1.61
O -2.64 -1.12 -2.19
H -1.12 1.11 -3.94
H -1.37 -0.61 -4.41
H -2.78 0.50 -4.23
C -7.33 2.08 2.45
N -7.82 2.35 1.07
O -9.03 2.20 0.86
O -6.97 2.70 0.24
H -8.18 1.79 3.07
H -6.60 1.27 2.39
H -6.88 3.00 2.82
C 1.63 6.90 3.25
N 2.07 6.83 1.83
O 2.34 5.72 1.38
O 2.13 7.90 1.22
H 1.62 5.89 3.67
H 2.34 7.54 3.79
H 0.63 7.33 3.27
C -4.65 3.68 -2.61
N -4.01 2.55 -3.34
O -2.88 2.74 -3.80
O -4.66 1.50 -3.42
H -3.97 4.53 -2.62
H -5.58 3.92 -3.13
H -4.84 3.34 -1.59
C -2.63 0.80 6.71
N -2.08 -0.31 5.88
O -0.85 -0.36 5.75
O -2.90 -1.10 5.39
H -1.80 1.41 7.07
H -3.29 1.39 6.07
H -3.18 0.35 7.54
C 6.45 -5.19 -2.07
N 6.45 -4.75 -0.65
O 6.13 -5.58 0.21
O 6.78 -3.58 -0.43
H 6.14 -6.24 -2.11
H 5.74 -4.56 -2.61
H 7.46 -5.08 -2.45
C 2.98 -5.51 -5.22
N 4.07 -5.09 -4.30
O 5.16 -5.65 -4.44
O 3.79 -4.22 -3.47
H 3.36 -6.28 -5.90
H 2.16 -5.90 -4.61
H 2.66 -4.62 -5.78
C -7.60 0.74 -1.69
N -8.13 -0.46 -2.40
O -7.92 -1.56 -1.89
O -8.74 -0.25 -3.46
H -7.09 0.41 -0.78
H -6.91 1.24 -2.36
H -8.45 1.37 -1.44
C 7.26 3.29 1.80
N 7.81 2.19 0.97
O 9.04 2.14 0.84
O 6.99 1.40 0.48
H 8.08 3.91 2.16
H 6.59 3.88 1.16
H 6.71 2.85 2.63
C 2.74 -4.42 -9.86
N 2.61 -4.81 -8.43
O 3.24 -4.14 -7.60
O 1.89 -5.78 -8.18
H 3.41 -3.55 -9.93
H 3.16 -5.27 -10.40
H 1.74 -4.16 -10.22
```

The calculation puts the HOMO energy at -8.665 eV. As for the spin multiplicity: 1.

Atomic partial charges in e from the Löwdin method, atoms 1 to 2: -0.11, -0.16



No. 2
Molecular formula: C17H49BrN8O5P3S
Method: DFT, the ωB97M-V functional and the def2-TZVPD basis

Structure (XYZ):
```
84
Properties=species:S:1:pos:R:3
N 2.80 -4.94 2.09
C 1.64 -5.40 2.83
C 0.44 -5.92 1.98
O 0.47 -5.55 0.61
C -0.93 -5.50 2.58
S -1.72 -4.30 1.49
C -3.42 -4.02 2.06
C -4.31 -5.16 1.60
O -4.23 -6.26 2.06
Br -5.61 -4.78 0.23
P -0.68 -2.37 1.91
N 0.45 -2.27 0.68
O -1.86 -1.28 1.64
H 2.92 -5.40 1.20
H 2.87 -3.95 2.01
H 1.95 -6.23 3.44
H 1.35 -4.61 3.52
H 0.45 -7.01 2.04
H 0.90 -6.26 0.14
H -0.77 -5.05 3.55
H -1.56 -6.38 2.67
H -3.73 -3.12 1.53
H -3.48 -3.83 3.12
H 0.67 -1.28 0.53
H 1.30 -2.70 1.05
H -1.59 -0.47 2.09
O -2.55 2.23 -0.71
P -2.67 1.37 -1.95
N -2.63 2.61 -3.14
C -3.73 3.36 -3.72
C -1.35 3.29 -3.29
N -4.24 0.76 -1.55
C -5.44 0.97 -2.32
C -4.57 0.71 -0.14
N -2.54 0.16 -3.17
C -2.62 0.33 -4.61
C -2.68 -1.23 -2.75
H -3.57 3.47 -4.80
H -3.82 4.36 -3.28
H -4.69 2.87 -3.62
H -0.61 2.62 -3.74
H -0.96 3.63 -2.33
H -1.43 4.16 -3.94
H -5.87 1.96 -2.16
H -6.21 0.23 -2.03
H -5.28 0.81 -3.39
H -4.89 1.69 0.23
H -3.72 0.39 0.46
H -5.38 0.00 0.05
H -3.64 0.55 -4.94
H -2.29 -0.58 -5.11
H -1.96 1.11 -4.97
H -3.72 -1.57 -2.87
H -2.40 -1.35 -1.70
H -2.03 -1.88 -3.32
O 2.47 0.80 0.73
P 3.68 1.71 0.90
N 3.39 2.29 2.49
C 2.71 3.49 2.91
C 3.47 1.29 3.55
N 3.32 2.78 -0.39
C 3.12 4.21 -0.27
C 2.47 2.26 -1.46
N 5.30 2.23 0.92
C 5.96 3.05 1.92
C 6.05 2.12 -0.33
H 3.26 3.96 3.73
H 1.68 3.29 3.26
H 2.64 4.25 2.14
H 4.51 0.95 3.69
H 2.86 0.41 3.32
H 3.13 1.69 4.50
H 2.11 4.45 0.11
H 3.22 4.69 -1.25
H 3.87 4.68 0.37
H 1.41 2.30 -1.19
H 2.72 1.23 -1.69
H 2.62 2.84 -2.37
H 5.63 4.09 1.87
H 7.04 3.03 1.76
H 5.81 2.68 2.93
H 6.02 3.06 -0.89
H 5.65 1.33 -0.96
H 7.09 1.86 -0.14
```

The calculation puts the HOMO energy at -9.732 eV. As for the spin multiplicity: 1. Its total charge is +1. The calculation puts the relative energy (zero: lowest compared OMol25 entry of this formula, charge and spin) at 0.00 kcal per mole.

Atomic partial charges in e from the Löwdin method, atoms 1 to 2: 0.02, -0.22



No. 3
Molecular formula: C17H49MgO8
Method: DFT, the ωB97M-V functional and the def2-TZVPD basis

Structure (XYZ):
```
75
Properties=species:S:1:pos:R:3
Mg -10.16 -12.08 4.60
C -7.34 -10.46 -0.76
C -7.52 -11.94 -0.28
C -6.23 -12.74 -0.51
O -8.22 -12.25 0.91
H -8.22 -9.82 -0.76
H -6.90 -10.36 -1.75
H -6.60 -10.04 -0.08
H -8.28 -12.29 -0.97
H -6.31 -13.78 -0.82
H -5.54 -12.71 0.34
H -5.53 -12.32 -1.23
C -13.30 -12.22 -4.96
C -12.08 -11.35 -5.14
O -12.13 -10.43 -4.09
H -13.57 -12.95 -5.73
H -14.21 -11.62 -4.99
H -13.38 -12.80 -4.04
H -12.13 -10.75 -6.05
H -11.09 -11.80 -5.21
H -11.41 -10.75 -3.55
C -11.95 -19.75 1.88
C -11.58 -18.29 1.89
O -10.60 -18.02 0.89
H -12.45 -19.97 0.94
H -12.58 -19.99 2.74
H -11.13 -20.44 2.05
H -11.25 -17.89 2.85
H -12.42 -17.67 1.59
H -10.20 -17.15 0.93
C -6.32 -15.04 7.81
C -6.56 -14.72 6.35
O -6.83 -13.30 6.44
H -7.21 -15.09 8.43
H -5.56 -14.39 8.27
H -5.91 -16.04 7.98
H -7.48 -15.17 6.00
H -5.62 -14.85 5.81
H -5.99 -12.85 6.55
C -12.71 -4.40 -0.74
C -13.96 -3.74 -1.25
O -14.31 -2.55 -0.60
H -12.59 -5.39 -1.18
H -12.72 -4.42 0.35
H -11.93 -3.71 -1.07
H -14.70 -4.54 -1.19
H -13.96 -3.59 -2.33
H -13.60 -1.92 -0.73
C -5.76 -16.89 -8.42
C -6.76 -17.00 -7.22
O -8.12 -16.69 -7.71
H -4.98 -16.15 -8.28
H -6.25 -16.82 -9.39
H -5.12 -17.77 -8.49
H -6.52 -16.32 -6.41
H -6.84 -17.97 -6.73
H -8.08 -16.05 -8.42
C -7.68 -7.01 5.53
C -8.93 -7.44 4.83
O -9.51 -8.48 5.55
H -7.08 -7.80 5.97
H -7.83 -6.28 6.33
H -6.99 -6.54 4.83
H -8.76 -7.83 3.83
H -9.54 -6.54 4.73
H -9.71 -8.20 6.45
C -0.62 -9.19 0.45
C -0.36 -8.22 -0.77
O 0.81 -7.67 -0.51
H -0.58 -8.59 1.36
H 0.04 -10.03 0.66
H -1.65 -9.54 0.31
H -1.18 -7.50 -0.75
H -0.34 -8.75 -1.72
H 1.15 -7.58 -1.40
```

The calculation puts the HOMO energy at -11.186 eV. As for the spin multiplicity: 1. Its total charge is +1. The calculation puts the relative energy (zero: lowest compared OMol25 entry of this formula, charge and spin) at 285.01 kcal per mole.

Atomic partial charges in e from the Löwdin method, atoms 1 to 2: 0.90, -0.03



No. 4
Molecular formula: C17H51ClN17O38
Method: DFT, the ωB97M-V functional and the def2-TZVPD basis

Structure (XYZ):
```
124
Properties=species:S:1:pos:R:3
Cl 0.59 0.11 0.34
O -0.56 0.46 1.11
O 1.78 0.32 1.11
O 0.57 -1.28 -0.07
O 0.71 0.94 -0.83
C 0.74 0.61 4.18
N 1.53 0.13 5.36
O 2.66 0.67 5.50
O 1.08 -0.66 6.14
H 0.40 -0.17 3.50
H 1.38 1.24 3.56
H -0.09 1.31 4.31
C 0.71 4.47 1.32
N 0.59 4.62 2.79
O 0.29 3.58 3.43
O 0.58 5.80 3.18
H 0.89 5.39 0.78
H -0.25 4.02 1.07
H 1.51 3.74 1.25
C -3.88 4.23 -3.45
N -2.47 4.73 -3.37
O -1.78 4.29 -2.50
O -2.05 5.59 -4.13
H -3.86 3.16 -3.24
H -4.25 4.28 -4.47
H -4.61 4.84 -2.92
C 1.67 -4.82 0.52
N 1.90 -6.27 0.41
O 0.88 -6.97 0.48
O 3.08 -6.68 0.35
H 1.65 -4.65 1.60
H 0.76 -4.41 0.08
H 2.50 -4.22 0.12
C 3.48 -1.56 -1.41
N 4.64 -0.62 -1.67
O 4.46 0.37 -2.33
O 5.74 -0.93 -1.19
H 3.63 -2.47 -2.00
H 2.62 -0.97 -1.72
H 3.39 -1.81 -0.35
C -6.41 0.32 2.60
N -6.06 0.28 1.13
O -6.98 0.18 0.27
O -4.86 0.33 0.90
H -7.49 0.27 2.69
H -5.96 1.21 3.05
H -5.88 -0.55 2.98
C -0.07 2.76 -6.27
N 1.32 2.29 -6.53
O 1.53 1.91 -7.67
O 2.18 2.45 -5.63
H -0.21 3.84 -6.39
H -0.28 2.47 -5.25
H -0.73 2.21 -6.94
C -0.03 -4.50 4.34
N -0.24 -3.07 4.15
O 0.55 -2.53 3.37
O -1.21 -2.53 4.67
H -0.70 -4.80 5.15
H 0.98 -4.64 4.72
H -0.26 -4.97 3.39
C -3.09 1.82 4.27
N -3.21 0.42 4.83
O -3.20 0.33 6.04
O -3.55 -0.41 4.01
H -2.21 1.87 3.63
H -2.86 2.41 5.16
H -4.09 2.08 3.92
C 1.84 -0.76 -4.33
N 1.37 -1.22 -5.67
O 0.45 -0.63 -6.14
O 2.09 -1.96 -6.29
H 1.14 -1.13 -3.59
H 1.67 0.31 -4.22
H 2.88 -1.02 -4.11
C -2.12 -0.98 -2.32
N -2.00 0.15 -3.27
O -0.97 0.39 -3.87
O -2.99 0.88 -3.45
H -1.11 -1.34 -2.16
H -2.75 -1.63 -2.94
H -2.56 -0.67 -1.37
C -0.02 -5.43 -4.17
N -0.37 -4.16 -3.43
O 0.38 -3.75 -2.60
O -1.48 -3.74 -3.66
H -0.07 -6.21 -3.41
H 1.02 -5.30 -4.45
H -0.68 -5.67 -5.01
C 1.97 3.84 -2.85
N 2.75 4.59 -1.88
O 2.42 5.77 -1.79
O 3.57 4.10 -1.14
H 2.64 3.08 -3.24
H 1.67 4.51 -3.65
H 1.06 3.43 -2.39
C -2.68 -2.50 1.57
N -2.92 -3.86 2.15
O -2.12 -4.73 1.77
O -4.00 -4.04 2.69
H -3.50 -1.89 1.96
H -2.47 -2.68 0.52
H -1.78 -2.08 2.03
C 3.96 -2.00 3.06
N 3.68 -3.23 3.79
O 3.22 -3.19 4.91
O 3.83 -4.29 3.13
H 3.83 -1.13 3.71
H 3.11 -1.98 2.37
H 4.98 -1.96 2.68
C 5.50 1.32 1.29
N 5.22 1.97 2.54
O 6.14 2.04 3.36
O 4.11 2.49 2.71
H 4.79 1.63 0.52
H 5.29 0.25 1.38
H 6.52 1.46 0.93
C -3.11 3.01 0.31
N -4.50 3.07 -0.09
O -4.83 2.44 -1.13
O -5.24 3.69 0.60
H -2.60 3.95 0.12
H -2.69 2.17 -0.25
H -3.13 2.76 1.37
```

The calculation puts the HOMO energy at -8.128 eV. As for the spin multiplicity: 1. Its total charge is -1.

Atomic partial charges in e from the Löwdin method, atoms 1 to 2: 0.60, -0.35



No. 5
Molecular formula: C17H52B2F3N4O8SV
Method: DFT, the ωB97M-V functional and the def2-TZVPD basis

Structure (XYZ):
```
88
Properties=species:S:1:pos:R:3
O -29.53 14.49 0.03
V -30.68 15.62 0.02
B -29.66 17.53 -0.90
H -29.37 18.53 -1.40
H -30.63 17.72 -0.36
H -29.82 16.73 -1.69
H -28.91 17.04 -0.21
B -33.17 16.73 -0.26
H -33.94 17.43 0.25
H -32.60 17.34 -1.07
H -32.33 16.44 0.46
H -33.61 15.80 -0.79
C -31.89 13.26 -3.83
F -32.45 13.04 -5.02
F -32.45 12.57 -2.83
F -30.62 12.78 -3.95
S -31.73 15.08 -3.35
O -30.75 15.64 -4.27
O -33.07 15.65 -3.40
O -31.14 14.96 -2.00
C -25.03 14.75 2.33
C -26.34 15.24 2.97
C -26.15 16.38 3.94
O -25.96 15.88 5.25
C -26.00 16.82 6.29
N -27.32 15.64 1.94
H -24.30 14.38 3.05
H -24.47 15.56 1.85
H -25.23 13.93 1.64
H -26.78 14.36 3.45
H -26.91 17.17 3.96
H -25.25 16.93 3.63
H -27.00 17.21 6.52
H -25.18 17.54 6.20
H -25.72 16.28 7.20
H -27.10 15.14 1.07
H -27.12 16.58 1.58
C -31.91 17.95 3.04
C -30.50 17.94 2.37
C -29.45 18.58 3.25
O -29.90 19.79 3.80
C -28.88 20.52 4.43
N -30.20 16.53 1.98
H -31.83 17.57 4.07
H -32.56 17.35 2.42
H -32.20 19.00 3.05
H -30.63 18.58 1.50
H -28.64 18.85 2.55
H -28.99 17.87 3.95
H -29.24 21.36 5.03
H -28.19 21.01 3.73
H -28.35 19.83 5.09
H -30.36 16.00 2.85
H -29.17 16.47 2.09
C -25.74 11.13 1.60
C -26.85 11.76 0.77
C -26.49 11.99 -0.69
O -27.63 12.58 -1.27
C -27.53 13.21 -2.53
N -28.04 10.91 0.92
H -24.75 11.37 1.21
H -25.74 10.03 1.64
H -25.80 11.34 2.67
H -27.17 12.73 1.18
H -25.99 11.13 -1.15
H -25.70 12.77 -0.77
H -27.44 12.41 -3.28
H -26.70 13.92 -2.58
H -28.49 13.70 -2.67
H -28.65 11.11 0.13
H -27.77 9.94 0.78
C -31.40 11.92 0.10
C -32.46 13.02 0.21
C -33.80 12.42 0.68
O -33.66 12.05 2.04
C -34.60 11.09 2.42
N -32.01 14.11 1.09
H -31.17 11.60 1.12
H -30.50 12.24 -0.41
H -31.78 11.03 -0.40
H -32.65 13.34 -0.82
H -33.96 11.56 0.02
H -34.63 13.08 0.43
H -35.64 11.36 2.23
H -34.49 10.84 3.48
H -34.42 10.15 1.89
H -32.89 14.54 1.40
H -31.80 13.62 1.96
```

Its expectation value of S² is 0.776. The calculation puts the HOMO energy (spin up / spin down) at -5.803 / -5.805 eV. As for the spin multiplicity: 2. Its total charge is -1. The calculation puts the relative energy (zero: lowest compared OMol25 entry of this formula, charge and spin) at 40.52 kcal per mole.

Atomic partial charges in e from the Löwdin method, atoms 1 to 2: -0.31, 0.84



What did the first record say?
Molecular formula: C17H49BN12O26S
Method: DFT, the ωB97M-V functional and the def2-TZVPD basis

Structure (XYZ):
```
106
Properties=species:S:1:pos:R:3
C -4.68 -1.08 0.34
C -3.42 0.02 0.51
B -3.36 0.51 2.08
O -4.57 0.22 2.92
O -2.23 1.18 2.75
S -1.02 1.67 1.66
O -0.70 3.18 2.00
O 0.50 0.89 1.99
C 0.17 -0.56 2.16
C 1.46 -1.55 1.84
C 2.63 -1.34 2.97
C 3.91 -2.39 2.81
N 3.78 -3.32 1.61
H -5.73 -0.58 0.42
H -4.58 -1.84 1.25
H -4.62 -1.66 -0.68
H -3.65 0.90 -0.26
H -2.46 -0.57 0.14
H -4.24 -0.40 3.62
H -0.64 -0.79 1.33
H -0.34 -0.79 3.20
H 1.10 -2.69 1.94
H 1.80 -1.39 0.74
H 2.12 -1.55 4.03
H 3.01 -0.21 2.96
H 4.86 -1.71 2.60
H 4.11 -3.03 3.79
H 4.54 -3.15 0.90
H 3.78 -4.34 1.91
C 2.80 2.84 3.37
N 3.89 3.26 4.29
O 4.99 2.70 4.16
O 3.62 4.13 5.12
H 3.18 2.07 2.69
H 1.99 2.45 3.98
H 2.49 3.72 2.81
C -1.78 0.25 -3.87
N -1.91 -0.15 -2.44
O -1.28 0.52 -1.61
O -2.64 -1.12 -2.19
H -1.12 1.11 -3.94
H -1.37 -0.61 -4.41
H -2.78 0.50 -4.23
C -7.33 2.08 2.45
N -7.82 2.35 1.07
O -9.03 2.20 0.86
O -6.97 2.70 0.24
H -8.18 1.79 3.07
H -6.60 1.27 2.39
H -6.88 3.00 2.82
C 1.63 6.90 3.25
N 2.07 6.83 1.83
O 2.34 5.72 1.38
O 2.13 7.90 1.22
H 1.62 5.89 3.67
H 2.34 7.54 3.79
H 0.63 7.33 3.27
C -4.65 3.68 -2.61
N -4.01 2.55 -3.34
O -2.88 2.74 -3.80
O -4.66 1.50 -3.42
H -3.97 4.53 -2.62
H -5.58 3.92 -3.13
H -4.84 3.34 -1.59
C -2.63 0.80 6.71
N -2.08 -0.31 5.88
O -0.85 -0.36 5.75
O -2.90 -1.10 5.39
H -1.80 1.41 7.07
H -3.29 1.39 6.07
H -3.18 0.35 7.54
C 6.45 -5.19 -2.07
N 6.45 -4.75 -0.65
O 6.13 -5.58 0.21
O 6.78 -3.58 -0.43
H 6.14 -6.24 -2.11
H 5.74 -4.56 -2.61
H 7.46 -5.08 -2.45
C 2.98 -5.51 -5.22
N 4.07 -5.09 -4.30
O 5.16 -5.65 -4.44
O 3.79 -4.22 -3.47
H 3.36 -6.28 -5.90
H 2.16 -5.90 -4.61
H 2.66 -4.62 -5.78
C -7.60 0.74 -1.69
N -8.13 -0.46 -2.40
O -7.92 -1.56 -1.89
O -8.74 -0.25 -3.46
H -7.09 0.41 -0.78
H -6.91 1.24 -2.36
H -8.45 1.37 -1.44
C 7.26 3.29 1.80
N 7.81 2.19 0.97
O 9.04 2.14 0.84
O 6.99 1.40 0.48
H 8.08 3.91 2.16
H 6.59 3.88 1.16
H 6.71 2.85 2.63
C 2.74 -4.42 -9.86
N 2.61 -4.81 -8.43
O 3.24 -4.14 -7.60
O 1.89 -5.78 -8.18
H 3.41 -3.55 -9.93
H 3.16 -5.27 -10.40
H 1.74 -4.16 -10.22
```

The calculation puts the HOMO energy at -8.665 eV. As for the spin multiplicity: 1.

Atomic partial charges in e from the Löwdin method, atoms 1 to 2: -0.11, -0.16



> Which formula does entry 2 have?

C17H49BrN8O5P3S